[1]
Computed, not measured: a structure of composition C15H37B3NO12P in a non-equilibrium geometry, with ωB97M-V/def2-TZVPD.

The geometry in XYZ format:
```
69
Properties=species:S:1:pos:R:3:lowdin_charge:R:1
H 0.976 -4.048 -0.487 0.104
H -1.522 1.851 0.532 0.082
H 2.175 -5.830 -2.663 0.111
H 2.821 -4.315 -2.080 0.125
H 0.106 -0.684 2.168 0.125
O 0.872 -1.774 -0.190 -0.147
O 1.702 0.659 -1.807 -0.198
H -1.694 -4.961 -0.195 0.087
O -5.106 8.248 1.595 -0.008
O -2.189 6.623 2.714 0.270
H 1.557 -6.942 0.212 0.112
H -3.986 9.558 -0.964 0.091
C 0.951 -0.443 -2.294 -0.188
H -0.583 -0.404 -0.763 0.113
C -1.051 1.291 1.341 -0.114
H 0.449 -4.096 -2.183 0.123
O 1.728 -8.137 -2.234 -0.198
O -0.027 -5.767 -1.116 -0.195
H 3.616 1.270 -1.505 0.089
H 0.582 4.822 0.916 0.025
H 2.359 -9.141 -0.580 0.126
H -0.469 -1.882 -1.679 0.120
H -4.479 7.745 3.466 0.129
H 0.378 6.411 1.076 0.026
C 0.131 -1.102 -1.200 -0.175
H 2.418 -0.433 0.180 0.112
H 3.484 -0.337 -2.229 0.086
O 3.007 -5.813 -0.758 -0.118
H -3.350 3.063 1.516 0.120
C 2.554 -7.045 -0.218 -0.182
H -3.122 9.474 0.558 0.086
H 0.264 -0.057 -3.058 0.128
C 2.296 -8.428 -3.494 -0.116
H 2.174 -1.718 1.335 0.131
O -3.470 5.281 1.265 0.273
H -5.560 6.561 2.796 0.133
H 3.146 1.119 -3.212 0.087
C 2.239 -5.192 -1.781 -0.171
P 0.431 5.363 3.095 0.858
B -1.511 5.431 2.934 -0.630
H 1.603 -1.188 -2.761 0.120
O -2.182 4.220 2.998 0.201
C 3.054 0.669 -2.219 -0.111
H -1.184 -6.577 0.343 0.087
C -4.717 8.018 0.312 -0.572
H -2.818 8.242 -0.727 0.091
H -0.260 -5.160 0.861 0.088
N 0.947 5.633 1.424 -0.187
C 2.634 -8.243 -1.147 -0.194
H 2.294 -9.508 -3.673 0.086
H 3.317 -8.042 -3.580 0.086
H 1.825 6.500 4.243 0.036
O 0.273 0.999 0.948 -0.197
O -5.231 7.262 -0.397 0.187
H 1.553 0.329 2.385 0.130
C 0.868 -4.691 -1.361 -0.194
C 1.648 -0.990 0.711 -0.167
H -1.637 0.381 1.507 0.095
C 0.860 -0.088 1.644 -0.189
H -1.051 1.908 2.246 0.083
C -4.722 7.222 2.534 -0.016
H 3.223 -7.251 0.623 0.127
C -0.829 -5.593 0.032 -0.111
C -3.564 8.863 -0.234 0.033
H 3.663 -8.361 -1.501 0.121
B -3.017 4.137 1.882 -0.346
H 1.686 -7.942 -4.256 0.087
O 0.906 6.673 3.998 -0.322
B -3.438 6.355 2.157 -0.488
```

Values from the calculation:
**Frontier orbital gap**: 0.3126 hartree
**HOMO energy**: -8.390 eV
**E_tot**: -1967.392825 Ha
**Strongest force on any atom**: 4.050 eV/Å


[2]
Computed, not measured: a structure of composition C32H52CrN5O10SSi in a non-equilibrium geometry, with ωB97M-V/def2-TZVPD.

The geometry in XYZ format:
```
102
Properties=species:S:1:pos:R:3:lowdin_charge:R:1
H -3.473 -3.533 2.938 0.085
O -3.061 -0.056 -1.872 -0.165
C 1.706 3.564 3.555 -0.041
C -2.038 -1.156 2.578 -0.045
H -1.231 3.220 -0.517 0.081
C -3.268 -1.678 1.850 -0.628
H 2.968 6.252 2.370 0.077
H -2.023 -0.062 2.539 0.079
C 1.710 2.569 0.806 -0.266
H -2.439 -3.641 1.508 0.092
H -5.218 1.856 0.140 0.089
C 1.594 2.190 3.305 -0.314
C -2.289 -2.184 -2.899 -0.052
N 1.742 1.909 -0.395 -0.063
C 2.269 -3.920 -0.464 -0.130
H -4.656 -2.002 -1.383 0.072
C 1.985 5.912 2.716 -0.062
C 2.402 -4.446 -1.787 0.049
H 2.392 0.502 4.327 0.085
C 1.560 1.208 4.418 -0.045
O 2.012 -1.973 0.896 -0.096
H -5.095 3.336 -0.848 0.083
O 2.385 -1.696 -1.261 -0.087
H -3.676 -1.084 -4.957 0.082
C -3.486 -0.368 -4.168 -0.033
O -3.176 -1.313 0.466 -0.161
H -1.129 -1.508 2.097 0.061
C 1.835 3.963 1.108 0.001
H 5.839 1.899 2.202 0.115
C 4.934 0.715 0.825 -0.554
H 2.238 -7.826 -0.976 0.141
H -5.002 -2.548 -3.018 0.087
C 2.053 3.922 -1.895 -0.056
H -5.483 -0.924 -2.482 0.082
H 2.002 -4.280 1.662 0.126
C 2.076 -6.109 0.401 -0.179
C -3.300 3.423 1.304 -0.023
C -4.610 2.408 -0.576 -0.023
H -2.222 -2.676 -1.938 0.067
H 1.355 0.749 -3.044 0.083
H 4.175 1.611 2.482 0.105
C -3.362 -1.091 -2.836 -0.619
H 2.565 -3.796 -2.666 0.121
H -1.291 -1.767 -3.069 0.066
N 1.837 -6.956 1.507 -0.391
C -4.706 -1.683 -2.422 -0.028
H -2.500 4.198 -1.267 0.081
H -4.712 -1.176 3.406 0.085
O 2.464 -7.622 -3.235 -0.012
H 1.137 4.334 -1.499 0.074
C 1.093 1.786 -2.790 -0.053
C 2.234 -6.729 -0.832 0.110
H 4.282 2.226 -1.608 0.070
O 1.821 -8.173 1.283 -0.018
Si -2.481 -0.098 -0.361 -0.099
H -2.560 -2.935 -3.632 0.086
H 1.911 6.148 3.775 0.065
H 1.187 2.387 -3.682 0.070
H 1.745 3.961 4.554 0.097
H -3.959 2.944 2.020 0.079
C 1.823 4.420 2.445 -0.265
H 1.250 6.506 2.189 0.070
H 0.644 0.629 4.441 0.081
H -5.387 -1.486 1.802 0.086
H -2.331 3.451 1.776 0.077
C 2.209 -2.473 -0.265 -0.612
N 6.038 0.495 0.078 0.192
H -2.072 -1.464 3.620 0.086
H 6.018 -0.283 -0.570 0.133
N 2.518 -6.394 -3.180 -0.399
C -2.223 3.200 -0.969 -0.018
H -4.539 0.008 2.105 0.059
H 3.525 0.800 -2.290 0.068
H 2.921 4.373 -1.413 0.081
O 1.659 -6.381 2.601 -0.020
N 4.937 1.639 1.819 0.212
H -4.178 -3.567 1.303 0.082
C -4.559 -1.030 2.340 -0.020
C -3.349 -3.201 1.909 -0.018
H -4.265 0.392 -4.128 0.079
C 2.390 -5.844 -1.897 -0.188
H -2.152 2.562 -1.861 0.081
H 2.088 4.126 -2.952 0.072
H 3.599 2.282 -3.258 0.089
H 1.647 1.743 5.367 0.077
H 1.230 0.675 1.857 0.092
H 6.942 0.827 0.400 0.116
C 1.501 1.753 1.992 -0.042
C 2.104 -4.737 0.663 0.041
O -2.737 1.299 0.415 -0.137
C -3.217 2.596 0.015 -0.619
H -2.571 0.181 -4.398 0.086
C 3.460 1.887 -2.241 -0.047
O 3.878 0.070 0.540 -0.080
C 2.066 2.395 -1.739 -0.580
O 2.731 -5.616 -4.122 -0.005
H -4.519 1.782 -1.462 0.070
Cr 1.949 -0.071 0.010 0.801
H 1.924 4.715 0.334 0.076
H 0.060 1.792 -2.437 0.054
S -0.434 -0.676 -0.600 0.507
H -3.640 4.437 1.102 0.084
```

Values from the calculation:
**Frontier orbital gap (spin up / spin down)**: 0.1193 / 0.2436 hartree
**HOMO energy (spin up / spin down)**: -2.032 / -5.297 eV
**Total charge**: -1
**Multiplicity**: 5
**Expectation value of S²**: 6.12
**E_tot**: -4009.030089 Ha
**Energy above the lowest of the compared OMol25 structures with the same formula, charge and spin**: 0.000 eV
**Strongest force on any atom**: 2.457 eV/Å


[3]
Computed, not measured: the molecule C4H6ClF in a non-equilibrium geometry, with ωB97M-V/def2-TZVPD.

The geometry in XYZ format:
```
12
Properties=species:S:1:pos:R:3:lowdin_charge:R:1
H 1.559 -1.267 -1.067 0.090
H 0.461 1.112 -0.805 0.112
H -0.305 -0.762 1.482 0.135
F -1.816 1.551 -0.466 0.010
H -2.313 0.523 1.236 0.051
H 2.469 0.239 -0.928 0.040
C 0.586 0.271 -0.122 -0.178
C -1.800 0.507 0.355 -0.763
H 2.404 -0.893 0.447 0.086
Cl -2.711 -0.824 -0.365 0.647
C 1.880 -0.442 -0.415 -0.073
C -0.413 -0.013 0.646 -0.156
```

Values from the calculation:
**Frontier orbital gap**: 0.3974 hartree
**HOMO energy**: -9.797 eV
**E_tot**: -716.020427 Ha
**Energy above the lowest of the compared OMol25 structures with the same formula, charge and spin**: 0.834 eV
**Strongest force on any atom**: 3.367 eV/Å
**Structure (SMILES)**: C/C=C/[C@@H](F)Cl


Question: Which of these has the highest E_tot?
Answer: C4H6ClF


Question: strongest force on any atom of number 3 (C4H6ClF)?
Answer: 3.367 eV/Å


Question: Which value of E_tot does entry 3 give?
Answer: -716.020427 Ha


Question: What is the E_tot in the first record?
Answer: -1967.392825 Ha